9
Properties=species:S:1:pos:R:3:forces:R:3 method="wB97M-V/def2-TZVPD" lumo_energy_ev="-2.5 / -2.5" energy_ev=-7624.0273 gap_ev="7.7 / 7.7" e_above_lowest_ev=5.522 largest_force_ha_per_bohr=0.0565 molar_mass_da=81.1 spin_multiplicity=1 homo_ha="-0.377 / -0.377"
C -0.087792 0.012007 -0.005710 0.589 -0.667 -0.061
C -1.066801 -0.942288 -0.001173 -0.511 1.381 0.015
C 1.382752 -0.000801 -0.004138 0.189 0.015 0.109
N -2.335813 -0.696212 0.003439 -0.384 -2.879 -0.007
N -2.225001 0.588641 0.004035 -0.601 1.957 0.018
N -0.922856 1.036702 -0.000958 0.516 0.147 -0.009
H 1.757684 -0.802467 -0.636483 0.069 0.039 -0.023
H 1.744422 0.957215 -0.368170 0.051 -0.005 -0.026
H 1.753405 -0.152798 1.009159 0.082 0.011 -0.015

---

60
Properties=species:S:1:pos:R:3:forces:R:3 method="wB97M-V/def2-TZVPD" lumo_energy_ev="-2.9 / -3.4" energy_ev=-32285.9964 gap_ev="5.8 / 5.9" total_charge=+1 e_above_lowest_ev=0.000 largest_force_ha_per_bohr=0.0653 molar_mass_da=446.2 spin_multiplicity=1 homo_ha="-0.320 / -0.345"
C -2.088512 0.445296 1.498818 -0.394 0.056 -0.342
C -1.915687 -0.777481 0.767499 -1.713 -0.168 -0.703
C -1.898722 -0.448972 -0.652714 -0.898 -0.194 0.727
C -2.026723 0.959290 -0.779585 -0.757 0.074 0.730
C -2.078233 1.534600 0.554387 -1.424 -0.468 -0.528
Sn 0.032576 0.533516 0.484126 -1.614 0.434 -2.837
C 2.046595 0.422519 -1.929667 -0.317 -0.132 0.056
C 1.797118 1.277049 -0.667854 2.171 0.598 -1.187
H 2.691766 1.368686 -0.034936 -0.348 -0.104 -0.025
C 0.813457 2.330270 -0.529679 0.233 1.414 -0.469
H 0.221174 2.626664 -1.405714 0.227 -0.228 0.428
H 1.046492 3.175013 0.131932 0.025 -0.327 -0.198
C 3.530903 0.528252 -2.353545 0.157 0.124 0.162
H 4.187921 0.108100 -1.572504 -0.222 0.164 -0.298
H 3.725555 -0.015417 -3.295900 -0.158 0.197 0.426
H 3.802536 1.588434 -2.500461 -0.104 -0.422 0.012
C 1.149326 0.873636 -3.099845 -0.062 0.087 -0.023
H 0.085232 0.785017 -2.827838 0.372 0.032 -0.157
H 1.356931 1.926236 -3.355648 -0.076 -0.390 0.060
H 1.322992 0.258960 -3.999507 -0.045 0.257 0.406
C -2.017562 -2.165482 1.342033 0.011 -0.049 0.027
H -1.370278 -2.291524 2.225986 -0.222 -0.053 -0.216
H -3.057964 -2.378505 1.656342 0.479 0.111 -0.109
H -1.734327 -2.927465 0.599685 -0.077 0.299 0.302
C -1.860462 -1.456318 -1.767738 0.031 -0.109 -0.125
H -1.249864 -2.333265 -1.498836 -0.197 0.331 -0.105
H -2.880333 -1.817656 -2.001649 0.433 0.181 0.107
H -1.436130 -1.025634 -2.688292 -0.162 -0.167 0.307
C -2.259284 1.734740 -2.044200 -0.005 0.100 -0.182
H -1.952272 1.168249 -2.937271 -0.172 0.236 0.333
H -3.338557 1.956963 -2.145751 0.458 -0.096 0.036
H -1.729021 2.701938 -2.048688 -0.223 -0.363 -0.025
C -2.319552 2.985480 0.868282 0.024 0.100 0.005
H -1.963998 3.634255 0.051204 -0.123 -0.245 0.337
H -3.398572 3.187637 1.016917 0.518 -0.092 -0.059
H -1.790418 3.285393 1.787093 -0.217 0.034 -0.243
C -2.285345 0.567708 2.983161 0.060 -0.085 0.092
H -1.969591 1.555311 3.354583 -0.233 -0.200 -0.065
H -3.353775 0.431588 3.237548 0.509 0.103 -0.030
H -1.706245 -0.193251 3.529620 -0.311 0.152 -0.094
C 1.350079 -1.382997 -0.254844 2.155 -0.918 0.503
C 1.714867 -1.043595 -1.583631 -0.232 -0.385 0.106
C 1.088344 -2.718824 0.116506 -0.077 -0.152 -0.328
C 1.716359 -2.074467 -2.541541 -0.141 0.116 0.387
H 1.638169 -0.668723 0.582154 0.861 -2.053 -1.374
C 1.115789 -3.728468 -0.849517 -0.113 0.402 -0.003
H 0.869745 -2.948990 1.163233 0.143 -0.012 -0.362
C 1.422115 -3.397818 -2.181530 0.025 0.115 0.121
H 1.964014 -1.847197 -3.583812 -0.061 -0.092 0.423
H 0.906685 -4.766667 -0.572313 0.101 0.430 -0.107
H 1.444737 -4.182686 -2.945263 -0.005 0.339 0.329
C 1.393108 0.308043 4.493223 0.023 0.233 0.093
C 1.181995 -0.105453 3.035576 1.122 -1.574 2.208
O 0.941133 1.026167 2.222791 0.478 2.091 2.586
H 2.240546 1.023603 4.565285 -0.537 -0.465 0.022
H 1.625453 -0.586509 5.108228 -0.180 0.573 -0.368
H 0.477046 0.789542 4.896261 0.487 -0.270 -0.111
H 2.126619 -0.591466 2.712866 -0.663 0.388 -0.283
H 0.359133 -0.842670 2.982361 0.244 0.364 -0.302
H 0.294914 1.619350 2.682577 0.733 -0.324 -0.074

---

11
Properties=species:S:1:pos:R:3:forces:R:3 method="wB97M-V/def2-TZVPD" lumo_energy_ev="-1.2 / -1.2" energy_ev=-9130.8719 gap_ev="7.3 / 7.3" e_above_lowest_ev=5.986 largest_force_ha_per_bohr=0.1003 molar_mass_da=96.1 spin_multiplicity=1 homo_ha="-0.311 / -0.311"
C -0.148632 0.665192 -0.077409 -5.017 1.169 0.203
C 0.820981 1.536985 -0.054204 3.492 0.796 1.560
C 0.652564 -1.596691 -0.039624 -0.994 -1.818 -0.437
N -1.762784 1.105148 -0.021414 2.635 -0.431 -0.090
N -2.377622 0.009831 0.042302 1.456 1.572 -0.247
N -1.641540 -1.060641 0.014971 0.071 -2.592 -0.181
N -0.309504 -0.740861 -0.057140 -0.444 0.454 0.281
H 1.938917 1.305505 0.148016 -1.937 -0.284 -0.779
H 0.729568 2.632187 0.116631 -0.846 -1.012 -0.620
H 0.521900 -2.721347 -0.153813 -0.161 1.920 0.377
H 1.576153 -1.135312 0.081689 1.745 0.227 -0.066